A 6-piece molecular cluster, C37H42BBrN5O16P2 overall in a non-equilibrium geometry, computed with ωB97M-V/def2-TZVPD.

```
104
Properties=species:S:1:pos:R:3:forces:R:3
C -4.621409 -3.037976 -0.976569 -0.820 -0.513 -0.436
C -4.878153 -4.347499 -1.743778 0.589 0.349 0.004
C -5.583578 -5.411632 -0.909300 -0.139 0.411 0.095
C -3.593118 -4.841502 -2.448909 -0.651 -0.763 -0.070
C -2.849722 -5.998701 -1.774089 1.147 1.009 -0.061
B -2.109537 -5.643595 -0.369993 -1.683 -0.883 -0.085
O -0.946841 -6.497740 -0.068460 -0.309 -0.252 0.124
C -0.558243 -5.972510 1.150334 0.201 0.413 -0.288
C -0.595483 -4.419133 0.808292 -0.021 0.958 0.089
P -0.905426 -3.315721 2.289777 0.980 -0.187 0.732
O -2.093696 -4.154739 3.083235 -0.070 0.566 -0.565
Br -2.023349 -1.530714 1.443771 -0.020 -0.272 -0.074
P 1.100090 -4.030261 0.170230 -0.455 -1.006 -0.618
O 2.183068 -4.760873 0.832648 0.514 0.062 0.767
O 1.041450 -4.438869 -1.390242 -0.127 0.678 0.103
O 1.374959 -2.438862 0.148855 0.187 -0.133 -0.019
O -1.585988 -4.243442 -0.144055 0.467 -0.211 -0.331
H -5.589895 -2.599844 -0.743899 0.136 0.051 0.472
H -4.152469 -2.327405 -1.646121 0.497 0.139 -0.040
H -4.024065 -3.202134 -0.093330 0.233 0.088 0.232
H -5.573012 -4.069104 -2.537257 -0.178 0.042 -0.254
H -4.938675 -5.893018 -0.188316 0.351 -0.077 0.056
H -6.051239 -6.169451 -1.529735 -0.004 -0.259 -0.210
H -6.367591 -4.927987 -0.341142 -0.310 0.024 0.156
H -2.926457 -4.004423 -2.620195 0.217 0.228 0.063
H -3.905366 -5.190749 -3.436111 0.006 0.004 -0.294
H -2.068496 -6.309656 -2.473483 0.100 -0.172 -0.177
H -3.515888 -6.845467 -1.647391 -0.118 -0.222 0.090
H -2.957915 -5.823291 0.527582 0.010 -0.005 0.221
H 0.412358 -6.357116 1.432577 0.316 0.212 0.176
H -1.287134 -6.135727 1.941068 -0.219 -0.217 0.139
H -2.633293 -3.477990 3.515921 -0.115 -0.294 0.139
H 1.720998 -3.899755 -1.818666 -0.129 -0.212 -0.258
H 2.350493 -2.404832 0.200028 -0.182 0.307 0.161
C 6.587766 1.030116 -2.870294 0.040 0.069 -0.022
C 5.502093 0.226515 -3.183534 0.070 0.065 0.014
C 5.046660 -0.710336 -2.272424 -0.186 -0.067 -0.155
C 5.689110 -0.823992 -1.054231 0.058 0.155 -0.176
C 6.776840 -0.036292 -0.728071 0.184 0.075 0.177
C 7.226493 0.895474 -1.646070 -0.048 0.033 -0.083
N 5.199851 -1.802894 -0.078218 -0.034 -0.295 0.049
O 4.259469 -2.507869 -0.406221 0.074 0.217 -0.009
O 5.765233 -1.869905 0.990449 -0.013 0.076 0.027
H 6.938032 1.765744 -3.581786 0.004 -0.023 -0.053
H 5.006341 0.332372 -4.137899 -0.023 -0.015 -0.014
H 4.201565 -1.336909 -2.513163 -0.013 -0.056 0.125
H 7.269782 -0.141934 0.226212 -0.093 -0.098 0.055
H 8.074758 1.521029 -1.405252 0.029 -0.011 0.014
C 9.897189 6.997132 -2.688073 0.004 0.012 0.002
C 10.635649 5.968648 -2.119693 -0.068 0.081 -0.056
C 10.507397 4.675940 -2.598290 0.170 -0.062 0.172
C 9.639588 4.434356 -3.646489 0.029 0.220 0.076
C 8.891836 5.444890 -4.220318 -0.164 0.098 -0.164
C 9.023973 6.734456 -3.734129 0.083 0.012 0.088
N 9.515872 3.067877 -4.170542 -0.008 -0.103 -0.045
O 10.166297 2.195866 -3.633453 0.033 -0.037 0.067
O 8.769511 2.889577 -5.112157 -0.062 0.025 -0.037
H 10.002839 8.006774 -2.314666 -0.008 0.012 0.014
H 11.313836 6.174289 -1.303796 0.013 -0.019 0.023
H 11.079446 3.873616 -2.158242 -0.038 -0.103 -0.084
H 8.215017 5.237395 -5.034698 0.023 -0.135 -0.016
H 8.446899 7.535617 -4.173316 -0.028 -0.001 -0.018
C 0.351421 1.378705 4.068022 0.006 -0.071 0.042
C 0.103402 2.740483 3.980795 -0.044 -0.091 0.086
C 0.763176 3.504429 3.037501 -0.128 0.231 0.065
C 1.663510 2.888466 2.188706 -0.111 -0.218 0.171
C 1.930419 1.530395 2.265998 0.047 -0.059 -0.040
C 1.266276 0.774042 3.217562 -0.061 0.018 0.071
N 2.337828 3.701920 1.174494 -0.038 0.138 0.000
O 2.095655 4.894988 1.147570 -0.002 0.040 0.014
O 3.097672 3.144594 0.413838 0.206 -0.130 -0.162
H -0.173046 0.782521 4.801956 -0.018 -0.025 0.001
H -0.610606 3.204853 4.648151 -0.017 0.003 0.010
H 0.571364 4.564232 2.965289 0.081 0.023 -0.116
H 2.636953 1.063891 1.597415 0.020 0.093 -0.091
H 1.450634 -0.288877 3.294788 -0.006 -0.014 -0.086
C -1.588003 8.626814 4.690068 0.001 0.012 -0.001
C -2.274345 7.490072 4.286965 0.064 0.094 0.041
C -2.249343 6.349775 5.072154 -0.138 -0.107 -0.170
C -1.535999 6.368569 6.256063 -0.012 0.197 -0.137
C -0.841489 7.489251 6.669761 0.140 0.141 0.152
C -0.869827 8.624679 5.877861 -0.073 -0.015 -0.101
N -1.523615 5.165734 7.100004 0.038 -0.089 0.013
O -2.126526 4.193243 6.694686 -0.011 -0.069 0.001
O -0.911954 5.215521 8.146822 0.011 0.025 0.038
H -1.613175 9.517397 4.076706 0.010 0.008 -0.017
H -2.831440 7.492002 3.361005 -0.009 -0.028 -0.021
H -2.781497 5.463638 4.760989 0.023 -0.076 0.107
H -0.285578 7.484446 7.594626 -0.031 -0.132 0.045
H -0.333082 9.509769 6.188710 0.022 0.005 0.021
C -10.528199 -3.598045 -4.501255 -0.002 -0.002 -0.010
C -11.373941 -3.539166 -3.401633 0.086 -0.002 -0.085
C -10.847049 -3.415871 -2.127030 -0.237 0.002 0.056
C -9.475086 -3.349079 -1.974963 -0.127 -0.021 -0.226
C -8.618196 -3.412457 -3.056120 0.254 0.014 -0.125
C -9.152779 -3.538713 -4.327744 -0.144 0.001 -0.006
N -8.907011 -3.197146 -0.628954 0.061 -0.018 0.107
O -9.679399 -3.167376 0.311401 -0.053 -0.002 -0.003
O -7.702638 -3.112089 -0.543864 -0.354 0.142 0.088
H -10.942943 -3.690099 -5.496406 -0.007 -0.011 -0.013
H -12.445357 -3.587383 -3.537813 -0.024 -0.005 0.018
H -11.500455 -3.370633 -1.269436 0.102 0.018 0.107
H -7.548021 -3.364908 -2.916155 0.005 -0.004 0.145
H -8.494431 -3.588417 -5.183445 0.040 -0.006 0.003
```
Forces are in eV/Å.

The value obtained for the total energy is -6194.08799 Ha. As for the total charge: -1.

Mulliken population analysis, charges in e, atoms 1 to 4: -1.3144, 1.8553, -1.6435, -1.0530